This record from the Open Molecules 2025 dataset describes a structure of composition C15H6AsBaCl5F6NOS in a non-equilibrium geometry. The level of theory is wB97M-V/def2-TZVPD.

Geometry as XYZ:
```
37
Properties=species:S:1:pos:R:3:lowdin_spin:R:1
Ba 0.38 -1.18 -0.63 0.06
S 4.76 1.85 -1.45 0.07
C 5.31 0.24 -1.39 0.04
C 4.31 -0.67 -1.16 0.08
C 3.12 0.05 -1.07 0.66
C 3.09 1.39 -1.19 0.07
C 1.97 2.33 -1.14 0.01
C 2.19 3.70 -1.15 -0.01
C 1.09 4.55 -1.09 0.00
C -0.18 4.01 -1.03 -0.01
C -0.30 2.63 -1.03 0.00
N 0.74 1.80 -1.09 0.00
H 6.37 0.03 -1.52 0.01
H 4.43 -1.74 -1.09 0.00
H 3.19 4.11 -1.18 0.00
H 1.24 5.62 -1.09 0.00
H -1.06 4.63 -0.97 0.00
H -1.27 2.16 -0.96 0.00
Cl -5.98 -0.55 3.70 0.00
C -4.41 -0.49 3.01 0.00
C -4.25 -0.44 1.63 0.00
Cl -5.63 -0.44 0.60 0.00
C -2.98 -0.40 1.09 0.00
Cl -2.78 -0.35 -0.65 0.00
C -1.80 -0.39 1.88 0.00
O -0.64 -0.34 1.34 0.00
C -2.00 -0.45 3.27 0.00
Cl -0.60 -0.45 4.26 0.00
C -3.27 -0.50 3.83 0.00
Cl -3.46 -0.57 5.53 0.00
F -0.60 -2.92 -2.31 0.00
As -0.25 -4.37 -1.33 0.00
F -1.81 -4.96 -1.70 0.00
F 0.47 -5.08 -2.71 0.00
F 0.14 -5.69 -0.32 0.00
F 1.34 -3.64 -0.93 0.00
F -0.88 -3.46 0.05 0.00
```

Energy = -6264.9962 hartree
Frontier orbital gap (alpha / beta) = 6.97 / 5.20 eV
Expectation value of S² = 0.76
2S+1 = 2

=====

This record from the Open Molecules 2025 dataset describes a structure of composition C15H6BrF5O4Pd in a non-equilibrium geometry. The level of theory is wB97M-V/def2-TZVPD.

Geometry as XYZ:
```
32
Properties=species:S:1:pos:R:3:mulliken_charge:R:1
Pd -0.02 0.19 -0.85 0.12
Br 7.21 2.94 -2.62 -0.25
C 6.20 1.82 -1.45 0.19
C 6.88 1.03 -0.54 -0.38
C 6.14 0.22 0.31 -0.47
C 4.75 0.21 0.24 -0.49
C 4.09 0.99 -0.69 0.14
C 4.82 1.81 -1.55 -0.41
C 2.57 0.94 -0.82 0.88
O 2.06 1.26 -1.89 -0.67
O 1.95 0.53 0.22 -0.85
H 7.96 1.05 -0.49 0.38
H 6.66 -0.40 1.03 0.36
H 4.16 -0.41 0.90 0.41
H 4.28 2.40 -2.28 0.50
F -5.17 2.10 -1.71 -0.24
C -4.96 2.09 -0.29 -1.31
C -3.54 2.13 0.14 0.15
F -3.23 2.90 1.29 -0.37
C -2.33 1.87 -0.74 1.75
F -2.30 2.76 -1.83 -0.43
C -2.52 0.45 -1.25 0.70
O -1.67 0.00 -2.16 -1.02
C -3.55 -0.09 -0.62 -0.48
F -4.02 -1.36 -0.84 -0.37
C -4.32 0.86 0.23 1.04
F -4.79 0.34 1.45 -0.36
C -0.95 1.91 -0.08 -1.32
H -1.01 1.66 0.97 0.40
H -0.46 2.87 -0.24 0.38
O 1.69 -2.28 -1.04 -0.21
C 0.72 -1.70 -1.06 0.21
```

Energy = -4077.3033 hartree
Frontier orbital gap = 3.72 eV
Charge = -2

=====

This record from the Open Molecules 2025 dataset describes a structure of composition C15H6Cl3N3O2PtS3. The level of theory is wB97M-V/def2-TZVPD.

Geometry as XYZ:
```
33
Properties=species:S:1:pos:R:3:lowdin_spin:R:1
Pt 0.31 -0.11 -1.47 1.51
O 0.14 1.25 0.41 0.11
N -1.05 1.77 0.60 0.02
C -1.32 2.23 1.85 0.00
C -2.52 2.82 2.15 0.01
C -3.47 2.96 1.13 0.00
C -3.19 2.47 -0.12 0.02
C -1.96 1.85 -0.40 0.03
S -1.63 1.16 -1.95 0.26
H -0.52 2.07 2.55 0.00
H -2.70 3.17 3.15 0.00
H -4.43 3.42 1.33 0.00
H -3.91 2.53 -0.92 0.00
Cl 1.39 -0.93 5.63 0.00
C 1.06 -1.15 3.93 0.02
C 2.09 -1.01 3.01 0.00
C 1.82 -1.19 1.67 0.02
Cl 3.12 -1.03 0.53 0.01
C 0.54 -1.51 1.17 0.01
O 0.27 -1.69 -0.09 0.17
C -0.46 -1.63 2.16 0.02
Cl -2.08 -1.96 1.63 0.00
C -0.22 -1.46 3.51 0.00
H 3.09 -0.77 3.34 0.00
H -1.03 -1.57 4.22 0.00
S 1.96 0.34 -3.04 0.58
C 1.31 -0.90 -4.12 0.57
S 0.04 -1.79 -3.38 0.66
C 2.18 -1.52 -5.13 0.48
C 1.89 -1.41 -6.50 0.07
N 1.64 -1.31 -7.63 0.20
C 3.33 -2.26 -4.77 0.07
N 4.27 -2.85 -4.44 0.19
```

Energy = -3584.3293 hartree
Frontier orbital gap (alpha / beta) = 6.02 / 5.78 eV
Expectation value of S² = 8.79
2S+1 = 6
Charge = -1

=====

This record from the Open Molecules 2025 dataset describes a cluster of 27 separate species, C15H76F5N4O26 in total in a non-equilibrium geometry. The level of theory is wB97M-V/def2-TZVPD.

Geometry as XYZ:
```
126
Properties=species:S:1:pos:R:3:mulliken_charge:R:1
C 1.38 -0.69 3.85 -0.80
C 1.06 -1.51 2.74 0.10
C 0.60 -2.74 1.70 0.12
N 1.58 -2.70 0.55 0.48
C 2.05 -4.05 0.00 0.14
N 1.64 -5.33 0.29 -0.29
N 3.09 -3.56 -1.03 -0.32
C 2.55 -2.23 -1.59 0.31
C 3.64 -1.01 -1.64 -0.77
C 3.71 -0.07 -0.30 0.00
C 3.16 1.45 -0.63 -0.19
C 3.87 2.63 0.26 0.76
F 3.85 3.87 -0.60 -0.29
F 5.27 2.37 0.64 -0.31
C 2.95 3.00 1.61 0.57
F 3.78 3.52 2.72 -0.25
F 1.86 3.97 1.30 -0.24
F 2.30 1.74 2.02 -0.22
C 1.14 -2.01 -0.73 -1.02
N 0.53 -0.63 -0.68 1.49
C -0.98 -0.64 -0.79 -0.14
C -1.47 0.92 -0.51 0.41
C -0.81 1.59 0.84 0.42
C -2.01 1.88 1.96 -0.62
H 1.83 -0.20 4.83 0.34
H -0.53 -2.66 1.40 -0.13
H 0.71 -3.79 2.25 0.49
H 0.62 -5.55 0.07 0.30
H 2.20 -6.08 0.75 0.26
H 4.07 -3.44 -0.62 0.41
H 2.19 -2.36 -2.72 0.09
H 4.71 -1.52 -1.76 0.37
H 3.52 -0.33 -2.61 0.07
H 4.82 -0.09 0.08 0.60
H 3.04 -0.47 0.60 -0.11
H 1.99 1.57 -0.51 -0.08
H 3.38 1.70 -1.78 0.00
H 0.39 -2.71 -1.29 -0.19
H 0.86 -0.16 -1.58 -0.16
H -1.52 -1.31 0.00 -0.23
H -1.38 -0.95 -1.85 0.14
H -2.65 0.92 -0.34 0.00
H -1.29 1.59 -1.47 -0.24
H -0.24 2.59 0.60 -0.07
H -0.03 0.89 1.40 -0.32
H -2.39 0.82 2.30 0.21
H -2.84 2.57 1.51 0.19
H -1.46 2.38 2.88 0.09
O -2.47 -3.05 0.08 -0.55
H -2.24 -3.76 -0.54 0.24
H -3.38 -2.82 -0.14 0.30
O -0.64 3.38 4.72 -0.63
H 0.09 3.34 4.08 0.27
H -0.21 3.25 5.58 0.31
O 0.29 -4.38 -3.07 -0.63
H 0.87 -4.27 -3.83 0.35
H 0.86 -4.15 -2.31 0.09
O 0.37 0.69 -3.43 -0.52
H -0.54 1.02 -3.34 0.19
H 0.63 0.95 -4.32 0.26
O 3.03 6.66 2.81 -0.64
H 2.90 5.84 2.32 0.31
H 3.41 7.27 2.16 0.30
O -1.77 -0.40 5.83 -0.67
H -1.04 -0.45 5.19 0.22
H -1.34 -0.54 6.69 0.37
O 4.80 2.87 5.24 -0.64
H 4.77 2.98 4.28 0.36
H 5.22 3.68 5.55 0.31
O 1.91 2.64 -5.06 -0.60
H 2.39 2.70 -5.90 0.31
H 1.96 3.54 -4.70 0.29
O -4.77 -0.22 -0.94 -0.55
H -5.68 0.10 -0.85 0.20
H -4.52 0.03 -1.83 0.32
O 6.36 -2.01 0.62 -0.57
H 7.25 -1.66 0.44 0.29
H 6.45 -2.44 1.48 0.29
O -3.03 2.34 -2.98 -0.57
H -2.63 3.21 -3.14 0.30
H -3.95 2.54 -2.78 0.27
O 4.79 0.67 7.33 -0.61
H 4.66 -0.15 6.83 0.29
H 5.17 1.28 6.68 0.33
O -7.78 1.39 -0.73 -0.64
H -8.56 0.87 -0.97 0.32
H -8.08 1.94 0.01 0.31
O 4.88 1.55 -4.50 -0.63
H 5.28 2.42 -4.66 0.34
H 3.95 1.75 -4.30 0.27
O -9.50 0.09 -2.77 -0.65
H -9.63 -0.73 -3.27 0.32
H -9.12 0.70 -3.42 0.30
O -5.34 2.22 0.72 -0.52
H -6.12 1.69 0.48 0.27
H -5.65 2.76 1.46 0.29
O -0.98 -4.30 -6.15 -0.61
H -0.25 -4.35 -6.79 0.33
H -0.55 -4.44 -5.29 0.33
O 1.70 -3.07 -6.20 -0.63
H 1.96 -2.84 -7.11 0.29
H 1.11 -2.35 -5.94 0.34
O 3.67 6.94 -1.61 -0.64
H 3.73 5.97 -1.59 0.36
H 3.40 7.16 -0.70 0.30
O -2.06 -3.37 4.66 -0.66
H -1.57 -3.31 3.83 0.33
H -2.01 -2.47 5.02 0.34
O 0.73 -1.97 6.20 -0.51
H 1.23 -1.45 6.85 0.29
H 1.21 -2.81 6.16 0.25
O -1.04 -1.63 8.56 -0.64
H -1.11 -2.58 8.40 0.32
H -1.94 -1.37 8.82 0.32
O 5.79 2.97 -7.12 -0.63
H 6.51 3.60 -7.29 0.32
H 6.24 2.12 -7.02 0.33
O -11.77 -1.05 -4.56 -0.62
H -12.55 -1.58 -4.80 0.31
H -12.08 -0.51 -3.82 0.33
O -3.09 -5.49 2.57 -0.63
H -2.62 -4.90 3.18 0.31
H -3.71 -4.90 2.11 0.31
O -6.00 0.61 -3.61 -0.56
H -6.12 0.07 -4.40 0.29
H -6.90 0.75 -3.28 0.28
```

Energy = -3290.9914 hartree
Frontier orbital gap = 6.60 eV
Charge = +1